Density functional theory data (wB97M-V/def2-TZVPD) for 23 unconnected molecules or ions with the total composition C72H203N13O23 at a distorted geometry.

XYZ file:
```
311
Properties=species:S:1:pos:R:3:forces:R:3:mulliken_charge:R:1
H -3.584127 1.283227 -2.286163 -0.03 -0.15 -0.24 -0.301
H 4.439953 2.416957 1.255427 -0.29 0.92 -0.14 -0.328
H 6.646463 5.448117 0.958717 0.14 -0.15 -0.07 0.323
C 6.218813 4.556157 1.416557 0.28 -0.34 -0.61 -0.573
H -4.456847 -1.147703 -3.210713 0.25 0.25 -0.15 -0.073
O 1.547733 0.188417 -5.918293 -1.00 1.85 0.24 -0.429
C -0.664967 3.310357 -2.072193 -0.06 -0.31 -0.07 0.609
O 3.083683 -2.830893 4.691387 1.50 -1.70 -0.16 -0.686
H 3.305153 5.077337 -0.088703 -0.36 -0.23 -0.47 -0.092
H 6.758623 0.871127 4.423687 -0.35 -0.46 -0.12 0.030
H -2.066737 -5.553463 2.576337 0.27 0.09 -0.04 -0.159
H 6.355553 -2.848163 -1.029533 -0.09 -0.49 -0.06 -0.054
N 7.047553 5.264517 -5.512343 -0.61 -0.01 -0.55 -0.785
O 0.345213 -8.437193 4.387117 0.23 -0.41 -0.28 -0.572
H 4.488383 -0.459473 4.569567 0.33 -0.13 -0.12 0.647
H 2.284353 8.808977 1.549017 -0.11 -0.62 0.65 0.266
H -4.059287 2.384857 6.336077 0.19 0.01 0.17 0.314
H -1.146377 -8.971543 -4.258603 -0.16 -0.16 -0.36 0.358
H -1.676087 -7.066873 -2.289793 -0.60 -0.02 -0.16 -0.106
H 3.169603 3.181717 3.738377 -0.63 -0.15 -0.36 -0.114
H -2.334497 -0.568413 -5.232073 0.29 -0.79 -0.47 0.253
H -3.832237 -1.941753 -0.969603 -0.22 0.47 0.06 -0.970
C 1.295033 2.007907 1.265127 -0.27 0.46 0.71 -0.361
H 0.936623 -0.108973 4.850297 -0.08 -0.36 -0.24 -0.266
H -1.589027 2.767937 -1.872193 -0.10 -0.25 0.20 -0.387
H -1.721687 -0.891673 -2.924523 -0.09 -0.22 -0.12 -1.025
H 1.597273 -1.078683 -7.519103 0.59 0.24 -0.14 0.382
H -3.551587 3.080257 2.398497 0.68 -0.40 -0.34 0.133
H -3.647327 -1.462733 6.971997 -0.64 -0.12 0.06 0.301
H -0.354907 3.845127 -1.174423 -0.03 0.12 -0.11 0.044
H 0.085033 0.456717 -0.620773 -0.36 -0.03 -0.27 -0.047
H 4.108913 4.519177 4.020417 0.16 0.60 0.32 0.444
H -0.273627 5.271137 -5.505563 0.34 0.10 0.55 0.174
C 2.594053 4.477057 -4.065273 -1.83 -1.38 -0.08 0.226
H 3.403673 1.757167 -1.103483 0.00 0.00 -0.06 -0.510
N 1.892233 -0.324913 4.604767 0.96 0.61 -0.21 1.632
H -4.826947 2.750407 4.770197 0.37 -0.15 -0.16 0.233
H 2.902883 4.325037 -3.031053 0.53 0.18 0.16 -0.079
H -3.852907 -5.742553 -1.200653 0.11 -0.56 0.10 0.259
H -2.512537 4.295377 7.132217 0.39 0.24 0.27 0.352
H 5.210233 5.328797 -7.763843 0.13 -0.15 -0.05 0.312
H -3.962237 -4.611563 -0.079603 -0.41 0.32 -0.41 -0.811
H 1.178683 2.215847 2.328757 0.15 0.30 0.12 -0.778
H 3.408733 0.410187 7.451457 -0.34 0.57 0.28 0.432
C 3.362423 6.163477 -0.160343 0.60 -0.88 0.30 -1.236
O 3.403783 5.155137 -4.907563 2.65 0.86 -1.60 -0.481
H 5.566943 -1.242773 -3.145933 -0.03 0.18 -0.19 0.114
H 4.283723 6.578987 -6.965583 0.02 0.23 -0.37 0.311
C -1.577337 -7.056333 4.931107 0.92 1.18 -0.25 -0.453
H 7.860523 -1.221313 3.035237 -0.12 0.29 0.29 0.255
H -8.516717 -2.629123 -4.397613 0.24 -0.24 -0.04 0.290
H -1.749707 -5.993203 5.098897 -0.34 0.21 0.11 0.044
H -7.858687 2.660107 -1.688873 0.02 0.41 0.12 0.190
H 3.137613 -1.103293 6.844477 -0.55 -0.31 -0.71 0.244
H 3.410903 -2.323373 -1.852703 0.83 0.06 0.85 -0.575
H -4.498177 3.889397 1.187887 0.23 -0.02 -0.47 0.273
H -5.298027 -8.401003 2.503977 -0.08 0.49 0.42 0.345
H -1.776827 0.852967 -4.682383 0.67 0.68 -0.22 0.013
H 1.639143 5.002647 -4.066023 -0.12 -0.10 0.21 -0.423
C -2.391487 -2.261933 4.712327 0.51 0.38 -0.91 -1.233
H 1.798643 0.417547 -0.832293 0.21 -0.73 -0.37 -0.888
H 3.877583 -6.243703 0.824497 -0.25 0.10 0.47 0.414
H 4.434703 6.331827 -0.060523 0.05 0.53 0.10 0.288
C 0.991883 -0.011513 -0.238033 -1.04 1.05 -0.60 -0.051
H -0.694887 -9.930593 -2.257013 0.59 -0.20 0.70 0.444
C -3.984607 -6.990183 1.002457 2.67 1.12 0.24 -0.823
C -3.192867 0.293867 0.509847 0.17 -0.97 -0.03 0.775
H -3.579767 -4.021013 -3.838433 -0.10 -0.19 0.33 0.471
H -1.556627 7.912427 6.395077 0.47 0.16 0.13 0.277
H -0.289837 3.027317 -4.668883 0.06 -0.37 -0.05 -0.114
H -1.961377 6.568777 -4.414253 0.00 -0.23 0.42 0.195
C 1.459893 -3.520433 3.154427 -0.15 -0.10 -0.61 0.436
H 2.186693 8.453487 0.002367 0.26 -0.12 -0.38 0.324
H 3.249443 -4.972403 -1.405523 0.17 0.69 -0.35 0.071
N -2.871617 -2.106623 7.033437 -0.48 0.01 1.21 -0.747
H 1.521533 6.500557 0.760027 -0.41 -0.80 0.39 -0.185
H 1.560733 -5.237593 -2.948843 -0.15 -0.53 -0.23 0.834
H -3.945187 -9.156473 3.394147 0.05 0.19 0.04 0.284
O 0.876083 -1.427313 -0.451743 0.24 0.67 0.32 0.514
H -5.769827 -3.773343 -2.326953 0.47 -0.39 0.06 0.323
H -2.819277 -0.037443 -0.459053 -0.12 -0.30 -0.07 -1.216
N 2.450783 -0.038203 1.697487 -0.93 0.60 0.82 1.767
H 1.081543 -2.499163 3.198617 -0.18 0.03 0.14 -0.342
H 0.103453 2.578327 -2.320713 0.19 -0.17 -0.10 0.018
H 4.881873 3.654367 -5.629243 -0.97 -0.22 -0.51 0.324
H -8.253407 -5.530383 -0.168333 0.46 -0.20 0.40 0.329
H 3.998903 6.500827 2.441277 0.42 -0.35 0.58 0.399
C -6.364677 2.700927 -3.272063 -0.88 0.26 0.40 -0.798
O 1.400763 8.757887 -1.801103 0.51 0.53 0.78 -0.609
H 0.360163 0.193707 1.761347 -0.22 -0.15 0.35 -0.245
H 7.895213 -1.759463 -3.328913 0.41 0.31 -0.19 0.460
C 6.220343 -2.493063 2.454957 0.50 0.50 -0.63 -0.387
O 6.101533 3.555337 0.379127 -1.28 0.76 0.99 -0.349
H 0.563853 -6.754173 5.504687 -0.41 0.10 0.65 0.407
C 6.285083 1.617867 5.061067 -0.19 -0.24 0.85 -0.420
C 5.621363 5.691857 -5.645033 0.75 -0.38 0.51 0.551
C 5.437843 2.369247 0.819477 1.32 -0.92 -1.39 -0.136
H -1.152277 -1.562903 0.198647 0.10 0.44 -0.20 0.228
C 7.645733 -1.868343 2.184757 -2.11 -0.98 3.30 -0.692
H -1.507117 4.557467 1.773337 0.25 -0.23 -0.36 0.036
C -2.074667 6.076257 5.857787 -1.04 -1.08 0.50 0.600
H -2.041137 3.049117 -4.332973 -0.14 -0.04 -0.21 -0.258
H 3.773933 -4.512983 -3.980423 0.47 0.08 0.16 0.385
H -0.336897 2.070347 5.862557 -0.26 0.46 0.16 0.342
H -6.395387 2.436857 -4.329153 0.35 -0.56 -0.28 0.341
H 2.611533 -0.968083 1.337507 0.39 0.12 -0.19 -0.670
H 1.618803 -7.531303 0.273507 0.33 -0.01 -0.74 0.580
H -2.690317 0.379497 5.783987 -0.40 -0.05 0.33 -0.009
N -8.686957 3.716037 -3.273013 0.52 1.81 0.59 -0.734
H -0.227287 4.930557 6.278127 -0.11 0.54 0.60 0.311
H -1.715357 2.035547 4.681167 0.13 0.29 -0.16 0.424
H -2.586257 6.483917 4.985897 0.07 -0.33 -0.53 0.273
C 3.086993 4.268577 3.735867 1.22 -0.61 0.17 -0.865
N -3.301967 -5.232743 -0.524893 0.52 1.30 0.29 0.627
C 2.559463 6.741067 0.990167 -1.00 -0.81 -1.27 1.508
H -2.313077 0.723067 0.989287 -0.17 0.19 0.36 0.048
C 3.046183 -5.802413 0.274827 -1.83 -0.01 -0.60 0.329
H -3.862847 5.404297 6.886527 -0.13 0.19 0.17 0.469
H -1.024417 0.210277 -6.227223 -0.50 0.27 -0.07 0.533
H 0.533763 6.785797 -3.104973 -0.48 0.00 -0.37 0.172
H -0.370247 8.453047 -0.739783 0.32 0.35 0.11 0.315
H -0.180587 -6.144003 -4.535063 0.17 0.09 -0.16 0.340
O -1.734357 -8.308223 -3.889963 -0.47 0.07 -2.22 -0.527
H -1.452167 4.993367 -7.375703 -0.39 0.29 -0.18 0.343
H -2.512457 5.509647 0.673097 -0.30 0.29 0.58 0.391
C 1.929063 -1.017993 -6.482603 -0.21 -0.64 0.85 -0.341
H -3.481757 4.848697 3.545427 -0.08 -0.04 0.39 0.210
H 5.430823 6.554327 -5.006343 0.37 0.04 0.21 0.243
H -7.064667 -5.057203 2.008877 0.02 -0.15 0.05 0.347
C -4.255897 -2.178153 -2.917633 -1.07 -0.85 -2.20 1.532
H -3.210517 -3.206843 -1.619013 0.64 -0.50 -0.05 -1.024
C -1.136257 3.654267 -4.388493 0.23 0.63 0.77 0.044
H -9.641177 1.335967 -2.964633 -0.05 0.76 0.20 0.432
O -3.923027 5.031847 2.712757 -0.61 0.61 0.46 -0.640
H 5.291443 4.877147 1.890947 -0.36 -0.44 -0.29 -0.081
H -2.448437 -1.877633 7.921457 -0.06 -0.22 0.48 0.330
H 2.956113 -3.533203 -5.150623 -0.34 0.30 0.25 0.273
H 3.465373 -2.914283 2.631387 0.06 0.23 -0.14 -0.290
H 8.604233 -2.694323 -2.053693 0.18 0.06 0.13 0.432
C -7.092177 -4.243903 1.283697 0.07 -0.85 -0.57 -0.310
C -1.397547 -0.011463 -5.227373 -0.30 0.49 0.04 -1.714
C -1.782887 -0.149373 6.075457 1.23 -1.19 -1.55 -0.807
H -1.434887 0.098957 7.078117 -0.15 0.35 0.17 0.317
N -1.976557 7.115427 6.851767 0.62 0.86 0.65 -0.787
N -0.735397 -0.698563 -3.024743 0.73 0.94 -0.26 1.620
H -4.094447 1.908347 -3.919713 0.58 -0.13 -0.16 0.640
O 3.353313 -5.869753 -1.080603 0.50 -1.07 -1.14 -0.655
H 7.154273 4.475217 -6.133403 0.22 -0.02 -0.75 0.291
H -1.686497 -4.320833 1.323847 0.02 0.05 0.15 -0.161
H -8.180627 4.540867 -2.984253 -0.40 0.77 0.10 0.295
H -4.034517 -0.539193 2.332457 -0.08 -0.28 0.09 0.519
H -6.078877 -2.132313 -1.835653 -0.24 0.16 0.43 0.281
O -5.813847 -4.130853 0.675177 -0.02 -0.03 0.44 -0.213
H 2.115693 -2.766003 -1.053223 -0.38 0.03 -0.13 -0.498
C -4.424157 3.180897 5.686997 -0.79 0.14 -0.26 -0.856
H 5.962023 -3.298903 1.767947 0.27 -0.10 -0.16 0.304
H -3.821077 3.010587 -2.534473 0.44 0.32 -0.21 0.754
C -1.953177 -1.705583 6.023977 0.65 1.35 -0.12 0.539
H -3.329007 -4.501463 2.028017 -0.08 0.33 -0.06 0.292
H -0.801677 3.647477 -6.961553 0.02 -0.76 -0.32 0.245
H 2.425863 1.566237 5.377037 -0.19 0.30 0.57 0.303
H -0.276837 -1.722643 -4.734063 0.85 0.01 -0.60 -0.124
C -0.039587 -7.111973 4.670457 -0.88 -0.34 0.45 0.485
H -0.937887 -8.841983 -0.743973 0.69 -0.43 -0.04 0.243
H 0.968233 -4.129163 3.913257 -0.06 0.07 0.01 0.137
H -4.328847 -7.521083 0.114907 -0.18 0.15 -0.24 0.495
C -2.988827 4.959387 6.410867 -0.38 -0.32 -0.50 -0.998
C -4.165417 2.021937 -2.837973 0.31 0.47 -0.17 -0.988
H 3.198023 0.602467 1.471047 0.39 -0.73 -0.37 -1.704
C -8.577867 1.395197 -3.196963 -0.06 -1.61 -0.17 -1.396
C 4.182523 0.569607 4.758107 -1.18 0.15 0.94 -0.005
H 8.410253 -2.633123 2.321607 0.18 -0.22 -1.01 0.463
H 0.999863 1.131867 -4.199713 -0.16 -0.03 -0.07 -0.777
H 2.297683 2.350997 1.010017 -0.27 0.37 -0.46 -0.310
H -2.636927 -3.318433 4.820287 0.13 0.06 -0.14 0.528
C -2.431627 -5.023763 1.696347 0.03 -0.10 0.93 -0.578
H 2.634133 -1.982733 4.680367 -0.69 0.95 -0.19 -0.050
O 5.044493 1.246977 5.649957 0.30 -0.34 -0.52 -0.440
H -9.095407 -4.224353 0.626487 -0.28 0.01 -0.23 0.418
H -0.044557 6.394727 5.245197 0.17 -0.06 0.14 0.340
C -3.518937 -2.949703 -4.030023 -0.67 -0.41 -0.70 -1.338
C 0.033933 8.368267 -1.748523 0.55 0.15 -0.54 -0.443
H 0.304093 -6.458753 3.868397 -0.67 0.19 -0.48 -0.432
H 4.975593 -0.404993 -0.785183 -0.71 -0.85 0.02 -0.787
O 5.501843 -1.566703 -2.244573 -0.78 0.19 -0.64 -0.334
H 0.810783 -5.977293 0.071337 0.15 0.24 0.11 -0.182
H 7.216693 4.784737 -4.639813 -0.17 0.43 0.71 0.274
H -0.455957 9.087917 -2.404423 -0.78 -0.35 -0.03 0.336
H -1.951797 -6.574843 0.280077 0.15 -0.19 0.34 -0.265
C -2.797847 -5.987553 0.637007 -2.18 -1.77 -2.32 1.149
H -0.963937 -2.101693 6.253357 0.08 -0.19 0.06 0.446
H -0.150747 -7.542233 -2.777623 0.47 -0.41 -0.29 0.104
H -7.318877 -3.346033 1.858627 -0.14 0.18 -0.14 0.310
C 1.659783 -6.475123 0.539807 1.18 -0.67 0.85 -0.508
N 2.646033 8.169557 0.855887 0.88 1.45 0.50 -0.825
C -0.725897 1.654107 4.933297 0.70 -1.27 0.42 -0.231
C -0.292767 -0.669603 -4.453073 -0.17 0.08 1.79 1.556
H 2.996433 -1.074583 -6.269013 0.27 -0.72 -0.76 0.223
H 4.505623 1.001307 -2.295593 -0.24 -0.23 0.04 0.389
C 2.292673 -3.272713 -3.015273 -2.48 0.69 -1.98 2.103
N 2.810943 -3.120313 -1.694473 1.72 -0.60 0.37 0.909
H -1.426647 -5.004083 -3.937813 -0.03 -0.46 0.60 -0.061
O -4.941527 -1.450183 0.650187 -0.21 0.53 0.58 -0.431
H -2.234767 -9.571923 -1.605123 -0.37 0.50 -0.37 0.301
C 5.398393 1.359417 -0.387023 0.36 1.82 1.03 0.880
H 6.286673 -3.431233 -2.729333 0.13 -0.05 0.01 0.445
H -1.035337 6.565117 -2.199803 0.14 -0.17 -0.38 0.209
H -2.450487 -2.757133 -4.127123 -0.04 0.48 0.29 -0.165
C -2.289277 5.858167 -5.172933 0.58 0.75 0.87 -1.391
O 7.637093 -1.092753 1.042227 0.80 -0.30 -1.22 -0.443
H 1.213913 -3.906393 2.165177 0.01 -0.24 -0.09 0.151
H -3.176627 -1.793683 1.351817 0.67 0.47 0.41 -0.522
C 1.204703 0.529067 1.159357 0.51 -2.33 0.07 3.180
H -0.242177 -1.380093 -2.465853 0.13 -0.12 -0.04 -0.733
C 4.423803 1.726817 -1.486243 0.57 0.80 -0.38 -1.273
H 3.044593 6.544367 -1.130913 -0.11 -0.14 0.08 0.424
H -5.606397 -3.194733 0.722537 0.54 0.41 -0.20 -0.111
C -1.167007 -7.931433 -2.715783 -0.14 -0.09 3.14 0.359
H 1.857743 -0.396923 -3.972203 0.13 -0.11 0.26 -0.281
H -0.371377 -3.046923 -0.254603 0.21 -0.02 -0.17 -0.315
H -8.521697 1.260257 -4.277113 0.18 -0.07 -0.15 0.332
H 0.049643 1.807347 4.182877 -0.38 0.32 -0.27 -0.832
H 8.515783 -1.231503 0.681327 -0.01 0.44 -0.57 0.267
H 5.457333 -1.732183 2.290737 0.05 0.25 0.00 -0.387
H -5.674237 -0.835533 0.733447 -0.15 0.20 -0.16 0.256
O -6.569587 -2.565033 -3.758333 0.78 0.33 -1.27 -0.419
H 8.049683 -1.019033 -1.738903 -0.46 -0.19 0.27 0.180
C -0.693507 5.564477 5.523887 0.27 -0.49 -0.80 -1.191
C -1.244327 -9.139443 -1.746833 -0.01 0.75 -0.24 -1.161
H 2.115353 -0.048853 3.659187 -0.64 -0.32 -0.90 -0.766
O -3.386987 -7.890343 1.888447 -0.19 -0.61 0.56 -0.232
O -0.773917 0.225027 5.103707 -1.30 0.46 0.51 -0.185
H 0.541673 6.325027 -1.460003 -0.05 0.02 0.27 -0.235
C 6.475763 -2.577533 -2.078533 0.11 0.76 1.63 0.077
C 7.832183 -1.952493 -2.257993 0.58 -0.78 -1.22 -1.494
C 2.944963 -3.462143 3.416967 -0.59 0.51 0.75 -0.114
C -3.784807 -0.889363 1.330897 -0.13 0.35 -1.27 -0.377
H -2.339997 6.506807 -6.047463 -0.23 -0.28 -0.32 0.463
H 3.387373 -4.458183 3.433707 0.08 -0.03 0.32 0.496
H 5.768253 -0.372543 0.519687 0.19 0.11 0.60 -0.626
H 1.733223 8.448447 -2.646873 0.18 0.04 -0.05 0.264
H 2.325633 6.500027 3.099127 0.19 0.88 0.26 0.154
C -3.612487 3.998167 1.813837 0.66 1.16 -0.48 -0.263
O 2.822043 4.736367 2.445887 -0.02 -0.59 -1.16 0.435
H 4.071993 -2.713063 -4.016353 0.34 -0.30 -0.28 0.087
C -1.236907 4.769267 -5.414333 -0.98 1.17 0.08 0.711
H -5.300917 3.657637 6.125287 -0.01 0.12 0.49 0.318
H 1.242193 -8.361993 4.053397 0.13 -0.42 -0.06 0.319
H -0.998117 -4.854853 -5.538333 0.53 -0.31 -0.39 0.412
C -0.553227 -5.120643 -4.579413 -1.01 0.62 0.36 -0.675
H -4.486957 -9.706453 1.833957 0.59 -0.17 -0.60 0.316
C 3.349663 -3.520803 -4.134223 -0.72 -0.11 1.27 -1.422
C -2.325707 4.506137 1.055447 -1.43 -0.61 -0.20 0.102
H -1.553577 -2.093903 4.035737 -0.08 -0.39 -0.40 -0.066
H -8.061117 -3.772593 -3.057213 -0.29 -0.30 -0.19 0.311
C 5.284633 6.157867 -7.060133 -0.41 -0.58 0.45 -1.392
C 1.121303 -4.243793 -3.034683 0.39 -1.15 -0.92 -0.876
C -5.712647 -2.738423 -2.664263 0.49 0.54 0.47 -1.054
H 6.072313 1.937987 1.593797 0.10 -0.38 0.25 0.480
H 6.030703 -2.866333 3.461337 0.51 0.07 0.12 0.545
C -0.011007 6.936787 -2.173023 -0.48 -0.44 0.20 -0.065
H 2.908013 -4.729753 0.410577 0.30 0.11 1.23 -0.305
C -0.194177 -2.082183 0.220777 0.26 -0.04 0.41 0.522
H -2.200927 -7.323103 4.077837 0.39 -0.22 -0.20 -0.102
H -8.251837 -2.056283 -2.754613 -0.31 0.17 0.24 0.264
H -4.767617 -6.398453 1.476657 -0.37 -0.10 -0.01 0.119
H -1.982827 -7.559713 5.808777 0.62 -0.29 0.05 0.422
O 0.375503 -4.117583 -4.272043 1.34 0.56 0.93 -0.303
C -4.290687 -8.808943 2.420517 -0.72 -0.64 0.48 -0.959
H -3.961047 -2.851703 -5.021503 -0.16 0.30 0.01 0.426
H 1.398623 -1.817183 -5.964893 0.26 -0.43 -0.04 -0.083
H -2.133817 4.014797 0.101577 0.46 -0.78 0.44 -0.289
H 2.398463 4.571777 4.524597 -0.27 0.32 -0.15 0.324
N 4.980563 0.093897 0.092987 -0.17 -1.50 0.15 1.357
O -5.492077 1.915117 -2.483893 -2.11 -0.80 0.44 -0.136
N -1.580577 4.240987 -6.714243 0.57 -1.02 -0.63 -0.745
H 4.675503 2.679827 -1.951563 -0.11 0.22 0.18 0.497
H -3.237647 -1.732433 4.274447 -0.27 0.02 0.18 0.185
H 0.103563 -2.262023 1.253787 -0.27 0.00 0.11 -0.891
H -3.289187 5.521527 -4.899143 0.09 -0.30 -0.19 0.205
H 0.475073 2.544707 0.788047 0.25 0.07 -0.36 -0.252
C 2.983893 6.123767 2.316047 -0.87 1.45 0.54 -1.162
H -2.847057 7.502997 7.186597 -0.47 -0.49 -0.07 0.256
O -3.459987 4.129797 5.340977 0.83 0.42 -0.35 0.147
H -5.979217 3.720487 -3.268043 -0.19 0.50 0.24 0.296
H 5.991513 6.887277 -7.455573 -0.05 0.02 0.24 0.383
H -8.729217 3.826067 -4.276103 0.07 -0.66 -0.33 0.268
N -3.367637 -2.229393 -1.819013 0.10 -0.16 1.68 2.327
C 2.764193 0.530647 5.411447 0.98 -0.95 -0.80 1.027
H -0.705297 4.876747 4.678317 -0.31 0.17 -0.43 0.127
H 1.788823 -2.322303 -3.191203 -0.03 0.36 -0.90 -0.308
C -7.923687 -2.784473 -3.496343 0.24 0.27 0.69 -0.777
H 0.533553 -4.144703 -2.122083 -0.59 0.40 -0.08 -0.155
O -0.872997 4.231337 -3.101813 0.01 0.55 -0.81 -0.115
H 1.538313 -6.597993 1.616027 -0.42 0.69 0.32 0.035
C -7.866737 2.652617 -2.778813 0.69 -1.40 -0.20 0.629
H 1.695533 -0.020083 7.116707 0.07 -0.33 0.36 0.387
H 6.880033 4.206677 2.209497 0.20 -0.13 0.07 0.387
H -7.936207 -3.909893 -0.679463 0.00 0.26 0.15 0.038
C 2.725953 -0.096793 6.769627 1.04 0.92 1.26 -1.963
H -8.207367 0.487377 -2.720833 0.57 -0.01 -0.14 0.143
H 6.176673 2.523157 4.463757 0.10 0.28 0.10 0.157
C -8.132237 -4.514013 0.206377 -0.71 0.44 0.20 -0.953
H 5.078883 4.366427 -4.067893 0.23 -0.05 0.25 0.100
H -3.940037 1.055757 0.287677 -0.08 0.10 0.37 0.752
C 1.108263 0.114667 -4.576073 -1.52 -1.34 -0.37 0.884
H 6.416043 1.250157 -0.761923 0.28 0.63 -0.35 0.509
H 4.119433 1.133607 3.827497 0.00 -0.10 -0.38 -0.433
H 2.446533 3.514087 -4.554173 -0.53 -0.70 0.54 0.498
H 6.932403 1.718957 5.932187 0.26 0.58 -0.29 0.340
C 4.726283 4.580977 -5.076723 -0.28 1.77 0.74 -0.385
```
Positions in Å, forces in eV/Å.

Calculated values
Spin multiplicity   1
Orbital gap   8.49 eV
Relative energy (zero: lowest compared OMol25 entry of this formula, charge and spin)   3.8035 eV
Charge   0
Lowest unoccupied orbital energy   -0.007 eV